Entry from the OMol25 dataset: 2 unconnected molecules or ions with the total composition C25H28N3O3P in a non-equilibrium geometry (ωB97M-V/def2-TZVPD).

```
! wB97M-V def2-TZVPD RIJCOSX def2/J DEFGRID3
* xyz 0 1
H 6.76 5.13 4.73
H 0.34 4.74 -3.13
H 0.59 -4.74 2.89
H 1.82 -2.67 3.00
C 2.43 6.92 3.02
N 3.79 0.74 2.47
C -2.49 -0.15 2.99
O 0.10 -0.24 0.82
N 5.15 4.66 3.50
H 5.82 6.93 5.01
C 0.79 -2.63 2.63
H -1.81 5.93 -2.78
C 4.46 5.85 3.74
H -2.70 6.28 -0.44
C 2.82 8.06 3.74
C 3.16 4.45 2.44
C 2.11 3.89 1.71
C 4.41 3.84 2.72
O 0.17 -1.42 3.14
H -1.87 7.17 2.87
H -0.95 -3.92 2.60
C -0.05 4.85 -2.12
C 0.69 4.35 -1.03
C -3.65 0.80 3.12
C 4.87 6.96 4.47
H -2.43 -0.81 3.87
H 1.65 3.85 -1.14
N -1.17 5.50 1.80
C -1.05 5.21 0.44
C 1.29 1.10 2.91
H -3.52 1.45 3.99
H 0.04 5.15 3.54
C 6.48 4.35 4.02
H -0.17 -3.80 4.20
H 1.53 6.91 2.41
C -0.09 5.02 2.47
H 4.75 2.85 2.43
H 6.46 3.38 4.52
H 4.32 8.98 5.02
P 0.09 -0.05 2.29
H -3.74 1.41 2.22
H -2.97 6.53 1.61
C 0.82 4.43 1.55
C -1.78 5.73 -0.62
C -1.26 5.54 -1.92
H -4.57 0.23 3.23
H 2.18 8.94 3.74
H 0.97 1.92 3.54
C 4.03 8.08 4.46
C 0.18 4.54 0.25
C 2.63 0.89 2.68
H 0.78 -2.59 1.54
H 7.22 4.31 3.21
C 3.23 5.78 3.05
H -2.77 5.66 3.15
C -2.26 6.26 2.39
O -1.25 0.62 2.89
C 0.01 -3.84 3.12
H -2.60 -0.76 2.07
H 2.33 2.99 1.14
*
```

Values from the calculation:
orbital gap	4.6	eV


Entry from the OMol25 dataset: a molecular structure, C25H29AsN6O2S6Tb in a non-equilibrium geometry (ωB97M-V/def2-TZVPD).

```
! wB97M-V def2-TZVPD RIJCOSX def2/J DEFGRID3
* xyz -2 8
C 4.06 0.51 -1.50
H -4.23 -1.52 1.39
H -5.64 -2.54 3.39
H 3.45 -0.57 0.93
S -2.64 2.05 -1.66
H 3.16 2.22 -4.28
C -1.47 -1.03 4.47
H -3.04 -0.11 1.97
H -5.20 -4.13 4.02
N -2.04 2.17 0.93
S 2.08 -1.58 -5.35
S 0.47 -2.59 -0.47
H 1.51 -2.51 3.88
H 1.02 2.21 -3.02
N 1.76 1.17 -1.42
As 0.71 -1.87 -3.78
H -3.60 -4.44 2.11
N -2.24 -0.03 3.92
C 1.91 1.75 -2.61
H 0.88 -3.72 5.98
C -3.06 2.17 0.03
N 1.30 -0.71 2.14
C 0.58 -2.29 4.40
S -0.65 -0.25 -3.32
C 2.81 0.55 -0.87
H -4.57 -1.88 -1.77
Tb -0.52 0.29 -0.60
C -4.37 2.25 0.51
C -1.84 -1.71 5.63
C -3.03 -3.32 -2.26
C 0.02 -0.67 2.55
H -6.05 -3.99 2.47
H 5.14 1.06 -3.26
N 1.44 -0.12 0.94
H -4.79 -2.90 0.44
H 4.87 -0.03 -1.04
H -3.46 -4.50 -0.46
H -3.68 2.66 3.84
H -1.39 2.23 2.88
S 1.88 -2.44 -1.95
C -0.99 -2.67 6.18
H -2.78 -1.48 6.11
H -5.54 2.81 2.24
C -2.68 -3.86 -0.88
C 4.20 1.11 -2.73
C -2.16 0.29 2.49
C 2.62 -0.09 0.43
C -2.24 1.82 2.33
C -4.45 -2.78 -2.38
C 3.11 1.76 -3.30
C -4.03 -2.56 1.14
H -1.28 -3.18 7.08
H -2.86 -4.13 -2.98
H -3.19 -3.02 3.06
C -3.56 2.39 2.80
H -4.67 -2.50 -3.41
H -1.73 -4.40 -0.90
C -4.56 2.49 1.89
H -3.16 0.09 4.30
H -2.33 -2.53 -2.50
C 0.22 -2.97 5.57
N -0.97 -0.19 1.85
C -0.25 -1.33 3.85
O -2.46 -1.22 -0.47
O -0.72 2.19 0.52
S -2.42 -2.51 0.32
H -5.18 2.26 -0.21
C -5.28 -3.53 3.11
C -3.95 -3.44 2.38
H -5.20 -3.52 -2.06
*
```

Values from the calculation:
energy relative to the best compared isomer or geometry (same formula, charge and spin)	22.03	kcal/mol
orbital gap (alpha / beta)	4.8 / 4.7	eV


Entry from the OMol25 dataset: 2 unconnected molecules or ions with the total composition C25H29FNO2 in a non-equilibrium geometry (ωB97M-V/def2-TZVPD).

```
! wB97M-V def2-TZVPD RIJCOSX def2/J DEFGRID3
* xyz 1 1
H -1.08 -2.89 -0.91
H -1.70 5.46 3.87
C 0.11 -4.62 -0.42
H -0.76 5.51 -0.38
H 2.82 5.70 -1.40
H -0.68 2.78 4.31
H 0.81 -0.58 1.18
H -1.96 -6.92 -4.63
C -1.72 -4.47 -2.20
C -1.43 -5.63 -2.97
C -0.79 4.87 3.71
H 0.23 4.31 -2.30
C 0.88 -5.73 -0.88
O -0.56 0.62 2.19
C -3.79 -4.23 -3.54
F -4.14 -5.68 -5.41
H 1.73 -4.29 2.63
H -0.55 -1.40 2.06
C -0.06 5.34 2.44
C 0.76 4.14 0.42
C 2.26 -5.75 1.11
O 1.46 1.59 2.30
H 0.87 5.89 2.69
H 3.60 3.86 -0.51
C 0.79 5.16 -1.87
H 2.99 2.82 -1.76
H 0.81 6.25 0.03
H -0.59 -6.26 -2.73
H 0.68 -6.17 -1.85
H 0.85 -0.70 2.97
C -0.88 -3.94 -1.17
C 2.29 4.87 -1.89
H -0.13 5.01 4.58
C 0.34 5.35 -0.42
H 1.83 2.26 0.38
H -0.71 6.04 1.87
C 1.49 -4.68 1.63
C 0.42 -4.17 0.91
N 0.24 4.11 1.69
C -3.38 -5.31 -4.33
H 2.64 4.81 -2.92
H 2.41 -7.19 -0.49
H -4.74 -3.74 -3.75
H 0.54 6.05 -2.45
C 0.19 -0.59 2.10
C -2.96 -3.82 -2.50
H -2.18 3.20 3.48
C -0.53 2.99 2.14
H 3.08 -6.17 1.69
H -1.37 2.80 1.45
H -0.24 -3.44 1.37
C 1.63 3.21 -0.12
C -2.22 -6.04 -4.05
C 0.24 1.69 2.21
C 2.68 3.63 -1.08
C 1.90 -6.30 -0.12
C -1.11 3.39 3.51
H -3.29 -3.02 -1.84
*
```

Values from the calculation:
energy relative to the best compared isomer or geometry (same formula, charge and spin)	32.81	kcal/mol
orbital gap	2.6	eV


Entry from the OMol25 dataset: a molecular structure, C25H29KN4O6S2 in a non-equilibrium geometry (ωB97M-V/def2-TZVPD).

```
! wB97M-V def2-TZVPD RIJCOSX def2/J DEFGRID3
* xyz 0 1
C 3.38 -3.43 -2.12
C -1.48 -2.88 4.31
C 0.36 2.92 -1.70
H -3.13 1.90 -3.00
C -3.18 1.31 -2.08
H -4.92 0.09 -3.78
C 1.17 5.97 0.25
H -3.62 -1.87 -1.81
O -3.34 -3.93 5.34
O 2.73 0.22 1.81
S -2.14 -0.15 -2.35
H -0.15 -2.18 -2.72
C -3.58 -1.21 -2.69
H 4.79 -0.54 -0.73
N -0.35 -1.51 2.17
C 2.73 -2.56 -1.25
C 0.29 4.40 -1.37
C -4.58 0.81 -1.78
O -1.64 -0.61 -0.99
H 0.87 -3.73 -4.37
C -2.17 -3.62 5.43
C 4.01 0.12 1.16
S 1.80 3.19 0.26
C -4.82 -0.32 -2.77
H -1.03 5.15 -2.88
H 0.51 -2.70 5.16
H 1.78 6.18 1.12
C 3.38 -2.03 -0.01
N 1.49 -2.13 -1.48
C 0.86 -2.55 -2.58
C -0.33 6.69 -1.51
C 2.72 -3.87 -3.26
C -0.14 -2.50 4.33
O 1.19 2.75 1.52
H 4.22 -2.66 0.28
H -1.90 -4.35 7.30
C -2.24 -2.56 3.20
C 3.85 -0.58 -0.18
H 1.41 -1.48 3.23
C 1.06 4.70 -0.27
H 3.12 -0.03 -0.79
H 0.51 7.99 -0.03
H -0.87 7.49 -2.00
N 1.27 2.27 -0.93
C -1.63 -1.88 2.15
H 4.66 -0.46 1.82
H -0.49 -3.59 6.65
H -4.63 0.43 -0.75
O 3.24 3.30 0.30
H -3.39 -1.81 -3.57
H 3.20 -4.54 -3.95
H 2.64 -2.08 0.79
H -5.73 -0.89 -2.57
C -0.43 5.39 -2.01
H -5.32 1.61 -1.87
C 0.45 6.97 -0.40
C 1.43 -3.42 -3.50
N -1.44 -3.88 6.54
H -2.18 -1.62 1.26
H 4.38 -3.76 -1.90
O -0.36 2.40 -2.54
H -3.28 -2.84 3.16
H 4.44 1.11 1.04
K 0.40 0.18 0.07
H 2.47 1.15 1.85
C 0.37 -1.82 3.24
H -2.69 1.88 -1.29
*
```

Values from the calculation:
energy relative to the best compared isomer or geometry (same formula, charge and spin)	1.52	kcal/mol
orbital gap	9.0	eV


| no. | total energy (Ha) |
| --- | --- |
| 1 | -1700.7873 |
| 2 | -6898.6012 |
| 3 | -1274.7940 |
| 4 | -3036.9213 |